Record 1
C4H15NSi2 | the ωB97M-V functional and the def2-TZVPD basis

Bonds (Å) are listed after each position.
CARTESIAN COORDINATES (ANGSTROEM)
1 C 2.36326 2.17661 -0.51719  C2 1.523, H7 1.046, H8 1.091, H9 1.098
2 C 1.65753 0.84373 -0.72951  C1 1.523, Si3 1.764, H10 1.122
3 Si 0.97615 -0.08053 0.60956  C2 1.764, N4 1.702, H11 1.568
4 N 0.02157 -1.47905 0.43319  Si3 1.702, C5 1.426, C6 1.473
5 C 0.08498 -2.05773 -0.86885  N4 1.426, H12 1.051, H13 1.067, H14 1.061
6 C -0.52821 -2.24831 1.56296  N4 1.473, H15 1.082, H16 1.086, H17 1.122
7 H 3.17351 2.33481 -1.16018  C1 1.046
8 H 1.64343 2.98747 -0.39805  C1 1.091
9 H 2.90316 2.18139 0.43877  C1 1.098
10 H 1.82279 0.33817 -1.71790  C2 1.122
11 H 0.78504 0.47456 2.06319  Si3 1.568
12 H 0.37308 -1.18016 -1.37119  C5 1.051
13 H 0.76801 -2.83696 -1.12381  C5 1.067
14 H -0.90015 -2.32738 -1.15709  C5 1.061
15 H -0.86958 -1.51491 2.28076  C6 1.082
16 H -1.32653 -2.78406 1.05761  C6 1.086
17 H 0.22877 -2.95817 1.98828  C6 1.122
18 Si -2.67848 1.62638 -0.31328  H19 1.543, H20 1.433, H21 1.518, H22 1.412
19 H -2.47299 2.75917 0.71337  Si18 1.543
20 H -3.83093 1.73820 -1.15757  Si18 1.433
21 H -1.43421 1.50150 -1.17377  Si18 1.518
22 H -2.76020 0.50528 0.54068  Si18 1.412

E_HOMO = -7.24 eV
LUMO level = 0.7 eV
SMILES = C/C=[SiH]/N(C)C.[SiH4]

Record 2
C3H13N2O3 | the ωB97M-V functional and the def2-TZVPD basis

Bonds (Å) are listed after each position.
CARTESIAN COORDINATES (ANGSTROEM)
1 N 0.98430 1.60666 -0.85140  C2 1.488, H7 1.023, H8 1.019, H9 1.069
2 C 0.64500 0.24696 -1.35249  N1 1.488, C3 1.530, H10 1.088, H11 1.089
3 C 0.66743 -0.68857 -0.14245  C2 1.530, N4 1.327, O6 1.225
4 N 0.21404 -1.92069 -0.33609  C3 1.327, C5 1.463, H12 1.010
5 C -0.34931 -2.43199 -1.58623  N4 1.463, H13 1.089, H14 1.086, H15 1.086
6 O 1.11432 -0.26236 0.91515  C3 1.225
7 H 1.27600 2.23406 -1.60488  N1 1.023
8 H 1.72752 1.50486 -0.16158  N1 1.019
9 H 0.15618 1.97007 -0.28082  N1 1.069
10 H -0.32808 0.29247 -1.83625  C2 1.088
11 H 1.37370 -0.08588 -2.09004  C2 1.089
12 H 0.29834 -2.55872 0.44286  N4 1.010
13 H -1.22155 -1.84525 -1.87049  C5 1.089
14 H -0.69759 -3.44588 -1.41486  C5 1.086
15 H 0.39314 -2.45451 -2.37874  C5 1.086
16 H -1.43343 1.63184 1.24622  O18 0.994
17 H -1.58808 3.12923 0.73379  O18 0.956
18 O -1.17962 2.28645 0.54246  H16 0.994, H17 0.956
19 H -0.51931 0.02235 2.52232  O21 0.965
20 H -1.91039 0.24439 3.20891  O21 0.989
21 O -1.44999 0.19510 2.33545  H19 0.965, H20 0.989

E_HOMO = -13.92 eV
LUMO level = -2.9 eV
Net charge = +1

How do the records compare in frontier orbital gap? In the order shown, they have 8.0, 11.0 eV.
How do the records compare in relative energy (zero: lowest compared OMol25 entry of this formula, charge and spin)? In the order shown, they have 468.5, 10.9 kJ/mol.
How do the records compare in largest force on an atom? In the order shown, they have 2.5, 1.2 eV/Å.